(1)
The following is a DFT calculation (ωB97M-V/def2-TZVPD) of a gas-phase ion, C2H6N3O (charge +1) at a distorted geometry.

Each line ends with the Mulliken charge.
Atoms and positions in Å:
O: 0.639 2.324 -0.776  -0.1497
N: -0.578 -0.814 0.225  -0.3011
N: 0.316 -0.038 -0.532  -0.1032
N: -0.261 1.863 -1.647  -0.2090
C: 1.163 1.118 -0.066  -0.1907
C: -0.461 0.615 -1.473  -0.2175
H: -1.491 -0.373 0.229  0.3826
H: 1.239 1.166 1.073  0.3303
H: -0.238 -0.929 1.218  0.3899
H: -0.679 -1.851 -0.185  0.4022
H: -1.032 -0.039 -2.184  0.3972
H: 2.065 0.990 -0.698  0.2690

Properties
Total energy ... -318.88934 a.u.
Total charge ... +1
ΔE to the lowest compared entry with this formula, charge and spin ... 133.7 kcal/mol

(2)
The following is a DFT calculation (ωB97M-V/def2-TZVPD) of 7 unconnected molecules or ions with the total composition C28H57F3O22P3 at a distorted geometry.

Each line ends with the Mulliken charge.
Atoms and positions in Å:
P: -9.121 2.901 -19.394  0.4970
P: -8.023 -4.922 -10.218  0.6006
P: -3.862 -3.129 -16.610  -0.1875
F: -7.041 0.188 -13.152  -0.2268
F: -4.886 -2.221 -19.973  -0.3406
F: -7.821 -5.808 -18.352  -0.3581
O: -7.271 -6.362 -10.294  -0.2747
O: -6.247 -0.642 -20.790  -0.4114
O: -7.887 -2.050 -20.477  -0.4480
O: -8.133 2.918 -20.633  -0.2602
O: -10.532 2.604 -20.060  -0.4674
O: -9.127 4.053 -18.485  -0.7722
O: -2.658 -2.918 -17.661  0.0413
O: -7.669 -4.318 -8.770  -0.3330
O: -3.598 -4.571 -16.007  -0.4975
O: -5.236 -2.963 -17.122  0.7220
O: -7.167 -3.982 -11.186  0.2152
O: -9.919 -2.362 -11.823  -0.4360
O: -9.660 -6.842 -19.126  -0.3836
O: -8.342 -1.097 -10.871  -0.2857
O: -9.455 -4.970 -10.491  -0.7534
O: -8.718 1.492 -18.702  0.3612
O: -9.158 -0.458 -12.795  -0.2856
O: -9.056 -8.168 -17.434  -0.3705
O: -9.784 -9.080 -19.352  -0.5659
O: -9.518 -3.687 -15.533  -0.9315
O: -3.559 -2.194 -15.369  -0.3568
O: -7.823 -0.796 -22.364  -0.5923
C: -5.680 -3.476 -12.940  -0.2970
C: -6.379 -4.511 -8.224  0.1507
C: -3.825 -0.795 -15.449  -0.0795
C: -3.267 -0.070 -16.671  -1.0237
C: -7.842 0.998 -16.511  -0.1200
C: -1.292 -2.946 -17.293  -0.1130
C: -0.472 -2.636 -18.543  -1.3696
C: -3.984 -5.718 -16.788  -0.7864
C: -6.905 -8.588 -9.395  -1.2167
C: -6.706 3.017 -20.527  0.0911
C: -8.211 0.525 -12.487  0.3125
C: -7.836 -7.389 -9.471  -0.3209
C: -10.705 2.146 -22.412  -1.1773
C: -6.161 3.821 -19.373  -0.9830
C: -9.524 -8.111 -18.706  0.5704
C: -6.419 -4.214 -6.741  -1.3837
C: -10.675 1.519 -21.029  0.3990
C: -7.995 0.267 -11.001  -0.5368
C: -7.153 -1.992 -19.219  0.7144
C: -9.289 -6.859 -16.877  -0.1316
C: -9.217 -1.418 -11.843  0.5796
C: -9.165 -5.971 -18.113  0.5303
C: -7.399 -1.113 -21.301  0.5455
C: -9.110 1.140 -17.377  -0.6348
C: -6.795 -4.438 -12.511  -0.5612
C: -5.857 -1.316 -19.630  1.1248
C: -8.547 -2.937 -16.162  0.4069
C: -5.438 -6.029 -16.491  -0.2389
H: -3.357 -6.576 -16.547  0.4061
H: -6.022 -5.544 -8.320  0.1772
H: -8.115 0.694 -15.500  -0.1486
H: -0.760 -3.302 -19.350  0.3154
H: -6.736 4.749 -19.347  0.2890
H: -10.798 1.426 -23.222  0.3581
H: -7.614 -4.446 -13.239  0.4374
H: -3.840 -5.451 -17.840  0.2895
H: -4.934 -3.401 -12.149  0.3181
H: -5.415 -4.362 -6.331  0.4034
H: -7.509 -3.305 -16.045  -0.0287
H: -9.686 2.009 -17.038  0.5613
H: -6.141 -2.489 -13.009  -0.0772
H: -7.581 -1.442 -18.378  -0.6169
H: -3.412 1.001 -16.507  0.4837
H: -9.666 -5.008 -18.046  0.2751
H: -9.769 0.277 -17.274  0.2778
H: -7.226 -3.041 -18.942  0.0411
H: -11.631 1.044 -20.824  0.3480
H: -1.073 -2.210 -16.517  0.2518
H: -6.455 -5.476 -12.472  0.4123
H: -9.834 0.852 -20.858  -0.2119
H: -0.979 -3.955 -17.008  0.2532
H: -6.391 1.967 -20.457  -0.1425
H: 0.579 -2.631 -18.243  0.4194
H: -8.596 -1.844 -15.965  0.1318
H: -7.280 1.928 -16.549  0.4163
H: -7.257 -9.289 -10.154  0.3281
H: -11.460 2.932 -22.467  0.3432
H: -7.275 0.138 -16.874  -0.2094
H: -7.034 -4.866 -6.115  0.3132
H: -3.715 -0.398 -17.604  0.0759
H: -5.275 -3.807 -13.892  -0.0909
H: -8.606 -6.514 -16.107  0.0486
H: -9.793 2.725 -22.581  0.2305
H: -8.469 1.524 -12.822  0.3487
H: -5.589 -3.932 -8.711  0.2332
H: -3.470 -0.267 -14.566  0.4725
H: -2.176 -0.136 -16.696  0.2549
H: -5.107 4.016 -19.556  0.4480
H: -8.742 -2.936 -17.267  -0.4481
H: -6.048 -5.208 -16.858  -0.1653
H: -5.870 -8.315 -9.575  0.3015
H: -6.228 3.276 -21.473  0.4432
H: -6.987 0.420 -10.618  0.2586
H: -6.784 -3.212 -6.508  0.3151
H: -5.572 -6.074 -15.408  0.0958
H: -10.307 -6.903 -16.488  0.3356
H: -6.311 3.299 -18.429  0.1051
H: -5.462 -0.594 -18.923  -0.2065
H: -8.618 0.851 -10.317  0.2841
H: -8.850 -7.581 -9.831  0.4597
H: -5.787 -6.969 -16.918  0.4819
H: -0.621 -1.604 -18.874  0.3110
H: -7.045 -9.039 -8.414  0.3363
H: -4.911 -0.677 -15.431  0.0552
H: -8.019 -7.027 -8.448  0.2507

Properties
Total energy ... -4080.37349 a.u.
Total charge ... -1

(3)
The following is a DFT calculation (ωB97M-V/def2-TZVPD) of 2 unconnected molecules or ions with the total composition ClFHP3 at a distorted geometry.

Each line ends with the Mulliken spin population.
Atoms and positions in Å:
Cl: 1.870 1.994 -1.488  0.0013
P: -1.072 -1.147 2.202  0.7763
P: -0.467 -0.153 0.356  0.3561
P: 0.671 -1.728 1.391  0.8253
F: -1.484 -1.048 -0.709  0.0414
H: 0.482 2.083 -1.751  -0.0004

Properties
Total energy ... -1584.62794 a.u.
Total charge ... 0
Spin multiplicity ... 3
ΔE to the lowest compared entry with this formula, charge and spin ... 0.0 kcal/mol
⟨S²⟩ ... 2.011

(4)
The following is a DFT calculation (ωB97M-V/def2-TZVPD) of a molecular structure, C56H57CrN7O2P2Si2 at a distorted geometry.

Each line ends with the Mulliken spin population.
Atoms and positions in Å:
Cr: -0.720 -0.908 0.815  2.9370
P: 0.061 1.258 -1.088  -0.1852
P: 2.074 -0.165 0.786  -0.1698
Si: 2.414 0.307 3.753  0.0069
Si: -2.878 2.109 -1.059  -0.0105
O: -0.133 -2.666 0.271  0.0092
O: -1.287 0.693 1.712  -0.0731
N: -2.608 -2.632 -8.550  0.1157
N: -3.549 -2.860 -6.360  0.0850
N: -1.233 -1.600 2.590  -0.1038
N: -1.513 1.120 -1.130  0.0849
N: -2.452 -1.521 -0.051  -0.0831
N: -1.704 -0.672 3.485  0.0034
N: 1.600 -0.042 2.305  0.0068
C: 3.377 -4.010 1.447  0.0018
C: -1.881 2.964 3.210  0.0022
C: -3.886 1.882 -2.657  -0.0079
C: -2.425 -1.681 -1.365  0.0777
C: -4.642 -2.452 -0.002  -0.0620
C: -0.034 -6.224 0.768  0.0101
C: -2.484 -1.916 -4.405  0.0625
C: 1.911 0.344 -4.659  0.0035
C: 4.781 0.382 1.142  -0.0008
C: -2.689 3.935 5.253  0.0006
C: -1.509 -1.640 -6.666  0.0340
C: 0.073 1.805 -5.170  -0.0016
C: 1.204 0.591 5.182  -0.0001
C: -1.602 -1.908 -8.000  0.0294
C: 0.619 2.921 -0.532  0.0078
C: 0.846 -0.117 -0.408  0.2828
C: -3.509 -3.052 -7.659  -0.0240
C: 0.559 1.243 -2.870  -0.0057
C: 4.036 -4.330 0.271  -0.0004
C: -0.423 -6.344 2.108  0.0004
C: 6.045 2.173 0.160  0.0009
C: 2.855 -1.823 0.574  0.0001
C: -2.522 -2.139 -5.796  0.1167
C: 1.141 4.343 1.348  0.0014
C: -2.860 2.662 5.784  0.0000
C: 0.734 3.116 0.845  0.0052
C: 5.979 1.058 0.987  -0.0007
C: -1.116 -2.812 3.017  0.0641
C: 4.107 -3.397 -0.756  0.0015
C: 4.908 2.590 -0.516  0.0000
C: -0.720 -3.932 2.218  0.0397
C: 1.328 5.197 -0.891  -0.0006
C: -3.466 -2.358 -3.531  0.1595
C: -3.550 -1.883 0.641  0.2487
C: -2.045 1.686 3.739  -0.0070
C: 1.441 5.384 0.479  0.0010
C: 3.474 1.889 3.691  -0.0006
C: -0.220 1.904 -3.819  0.0155
C: 1.620 0.457 -3.306  0.0057
C: 3.711 1.903 -0.363  0.0081
C: -0.754 -5.207 2.807  0.0094
C: 0.042 -4.990 0.169  -0.0030
C: -2.532 3.985 -0.970  0.0012
C: 3.520 -2.151 -0.603  -0.0109
C: 2.793 -2.759 1.596  -0.0084
C: 3.626 0.801 0.479  -0.0056
C: 0.922 3.970 -1.396  -0.0036
C: -1.666 0.515 2.926  0.0384
C: -4.091 1.722 0.349  0.0011
C: -4.621 -2.631 -1.367  0.1409
C: -2.531 1.544 5.038  0.0016
C: 3.560 -1.087 4.377  0.0000
C: 1.141 1.023 -5.593  -0.0048
C: -3.492 -2.217 -2.125  0.0021
C: -2.196 4.082 3.964  -0.0003
C: -0.277 -3.802 0.865  0.0034
H: 1.771 6.340 0.870  0.0001
H: 2.935 2.682 3.168  0.0002
H: 0.379 -4.885 -0.854  0.0003
H: -3.545 -1.724 1.710  -0.0072
H: 0.871 1.632 5.222  -0.0001
H: -5.460 -3.082 -1.884  0.0079
H: 1.554 6.010 -1.572  0.0000
H: 1.361 0.931 -6.651  0.0001
H: -1.372 -2.997 4.059  -0.0075
H: -3.245 2.552 6.791  0.0000
H: 4.730 -0.489 1.784  -0.0002
H: 4.219 -1.473 3.595  0.0000
H: 2.186 -0.085 -2.559  -0.0042
H: -0.859 -1.544 -8.704  0.0049
H: 2.967 -1.928 4.747  0.0001
H: -0.464 -7.315 2.587  0.0007
H: 1.233 4.490 2.417  0.0000
H: 2.839 2.220 -0.916  0.0042
H: -5.126 1.876 0.031  0.0016
H: 3.297 -4.741 2.245  0.0002
H: -2.055 5.072 3.547  0.0000
H: -1.060 -5.279 3.847  0.0003
H: -4.107 0.825 -2.831  0.0092
H: 4.628 -3.641 -1.674  0.0000
H: -1.504 3.057 2.199  0.0068
H: -3.341 2.248 -3.531  0.0012
H: 6.980 2.707 0.038  0.0001
H: 3.586 -1.418 -1.400  -0.0007
H: -1.512 -1.368 -1.853  0.0600
H: -3.914 2.342 1.228  -0.0014
H: 4.953 3.454 -1.168  0.0000
H: 4.417 1.741 3.162  0.0000
H: -4.837 2.424 -2.602  -0.0003
H: 2.729 -0.287 -4.987  0.0003
H: 1.678 0.360 6.142  0.0001
H: 0.321 -0.038 5.077  -0.0006
H: -2.941 4.809 5.842  0.0000
H: 4.480 -5.311 0.144  -0.0001
H: 2.281 -2.488 2.511  -0.0034
H: -5.501 -2.752 0.585  -0.0039
H: -3.467 4.553 -0.982  0.0000
H: 0.514 2.283 1.506  0.0119
H: -1.980 4.258 -0.064  -0.0005
H: -0.687 -1.064 -6.259  0.0045
H: -1.933 4.309 -1.826  0.0001
H: -4.329 -3.640 -8.075  -0.0030
H: 0.230 -7.109 0.201  0.0006
H: -1.632 -1.358 -4.026  0.0307
H: -2.635 0.546 5.442  -0.0004
H: -0.541 2.317 -5.902  0.0010
H: -1.081 2.474 -3.486  0.0002
H: 0.857 3.816 -2.466  0.0007
H: -3.985 0.680 0.655  0.0061
H: 4.184 -0.728 5.201  0.0000
H: 3.703 2.241 4.701  -0.0001
H: -4.318 -2.855 -3.983  0.0251
H: 6.864 0.718 1.512  -0.0001

Properties
Total energy ... -5008.34637 a.u.
Total charge ... -2
Spin multiplicity ... 5
ΔE to the lowest compared entry with this formula, charge and spin ... 0.0 kcal/mol
⟨S²⟩ ... 6.072